A single C7H8N2S molecule in a non-equilibrium geometry. Source: OMol25; level of theory: ωB97M-V/def2-TZVPD.

Geometry (Å):
C 2.745 1.711 -0.314
C 3.623 -0.773 -0.157
C 2.766 -1.878 0.073
C 3.341 0.526 -0.349
C 0.572 -0.216 0.722
C -1.217 1.411 0.704
C -1.168 -0.309 -0.930
N 2.332 2.794 -0.207
N -0.449 0.334 0.124
S 1.046 -1.800 0.150
H 4.658 -0.902 -0.389
H 3.113 -2.857 0.213
H -2.343 1.129 0.986
H -0.768 1.926 1.497
H -1.278 2.139 -0.123
H -1.478 0.544 -1.640
H -0.538 -0.876 -1.542
H -2.060 -1.048 -0.588

Results
Max |F| in hartree/bohr: 0.0689
Lowest unoccupied orbital energy (spin up / spin down) in eV: -1.44 / -0.97
Relative energy (zero: lowest compared OMol25 entry of this formula, charge and spin) in kcal/mol: 162.8
Gap between HOMO and LUMO (spin up / spin down) in eV: 6.711 / 6.398
Total charge: 0

A molecular structure, C13H8N3O10SSe4Ta in a non-equilibrium geometry. Source: OMol25; level of theory: ωB97M-V/def2-TZVPD.

Geometry (Å):
Ta 1.105 0.415 0.003
O 3.023 0.120 0.767
C 3.061 -0.530 -0.314
O 2.608 0.014 -1.372
C 3.103 -2.011 -0.212
C 4.186 -2.848 -0.287
C 3.969 -4.201 -0.077
C 2.709 -4.691 0.194
C 1.631 -3.831 0.317
C 1.800 -2.443 0.128
O 0.852 -1.502 0.239
N 0.353 -4.422 0.681
O -0.418 -3.725 1.314
O 0.188 -5.588 0.430
N 5.114 -5.114 -0.098
O 4.884 -6.298 0.008
O 6.212 -4.610 -0.217
H 5.182 -2.487 -0.504
H 2.569 -5.752 0.350
Se 1.749 2.693 0.688
Se -0.163 3.981 1.063
Se -1.452 3.150 -0.687
Se -1.303 0.788 -0.280
N -2.390 -1.643 0.114
C -2.575 -2.237 -1.151
C -3.838 -2.652 -1.575
C -4.008 -3.187 -2.842
C -2.911 -3.290 -3.678
C -1.647 -2.899 -3.285
C -1.486 -2.364 -2.017
S -3.165 -3.937 -5.382
O -1.829 -4.015 -5.932
O -3.805 -5.212 -5.122
O -4.019 -2.927 -5.970
H -3.248 -1.592 0.649
H -1.677 -2.098 0.664
H -4.686 -2.554 -0.906
H -4.976 -3.526 -3.182
H -0.824 -3.005 -3.978
H -0.509 -2.017 -1.700

Results
Max |F| in hartree/bohr: 0.0655
Lowest unoccupied orbital energy (spin up / spin down) in eV: -4.82 / -4.81
Relative energy (zero: lowest compared OMol25 entry of this formula, charge and spin) in kcal/mol: 179.2
Gap between HOMO and LUMO (spin up / spin down) in eV: 2.547 / 2.557
Total charge: 0

A molecular structure, C16H21O3Tc in a non-equilibrium geometry. Source: OMol25; level of theory: ωB97M-V/def2-TZVPD.

Geometry (Å):
Tc -0.082 -0.336 0.628
C -0.302 -2.629 0.027
C -1.218 -2.428 -1.046
C -0.604 -1.588 -2.001
H -2.147 -2.999 -1.163
C 0.652 -1.107 -1.450
C 0.897 -1.909 -0.257
H 1.882 -2.151 0.157
H -0.417 -3.395 0.825
H -0.929 -1.459 -3.044
H 1.427 -0.615 -2.025
C 0.707 1.138 2.266
C 1.615 0.124 1.825
C 1.905 0.369 0.416
H 2.123 -0.578 2.478
C 1.124 1.512 0.015
C 0.426 1.999 1.152
H -0.220 2.874 1.191
H 0.298 1.191 3.262
H 2.757 -0.044 -0.064
H 1.211 2.004 -0.971
O -2.208 0.136 -0.203
C -0.639 3.306 -3.549
C -1.772 2.651 -3.285
C 0.483 2.565 -4.219
C -0.226 4.511 -2.729
C -2.310 1.062 -1.148
H -2.075 1.681 -3.828
H -2.737 3.102 -2.831
H -2.679 2.219 -0.977
H -2.934 0.749 -2.093
H 0.931 3.083 -5.099
H 0.181 1.577 -4.553
H 1.274 2.182 -3.560
H -0.371 5.483 -3.235
H 0.802 4.563 -2.374
H -0.675 4.580 -1.731
O -1.394 -1.844 4.194
C -2.081 -1.395 3.277
O -1.758 -1.047 2.065
H -3.166 -1.225 3.456

Results
Max |F| in hartree/bohr: 0.0830
Lowest unoccupied orbital energy (spin up / spin down) in eV: 3.01 / 2.72
Relative energy (zero: lowest compared OMol25 entry of this formula, charge and spin) in kcal/mol: 53.6
Spin multiplicity: 4
Gap between HOMO and LUMO (spin up / spin down) in eV: 5.385 / 7.010
Total charge: -1

A single C15H21N3O2S molecule. Source: OMol25; level of theory: ωB97M-V/def2-TZVPD.

Geometry (Å):
C -7.256 0.854 -1.627
C -6.931 -0.311 -1.099
C -5.639 -0.632 -0.406
N -4.949 0.556 0.035
C -3.673 0.629 0.458
N -2.911 -0.486 0.429
N -1.545 -0.382 0.667
C -0.727 -1.241 0.002
O -1.218 -2.144 -0.664
C 0.724 -1.054 0.193
C 1.300 0.070 0.777
C 2.672 0.178 0.909
C 3.506 -0.846 0.462
C 2.929 -1.975 -0.130
C 1.566 -2.072 -0.264
H 1.115 -2.939 -0.723
H 3.583 -2.760 -0.475
O 4.856 -0.866 0.559
C 5.555 0.264 1.042
C 5.653 1.386 0.006
C 6.422 0.939 -1.235
C 6.476 2.036 -2.290
H 7.031 1.699 -3.162
H 6.964 2.924 -1.894
H 5.472 2.310 -2.608
H 5.938 0.053 -1.651
H 7.438 0.658 -0.947
H 6.154 2.239 0.469
H 4.650 1.701 -0.290
H 6.555 -0.115 1.270
H 5.104 0.630 1.973
H 3.077 1.066 1.366
H 0.694 0.891 1.129
H -1.297 0.528 1.049
H -3.093 -1.282 -0.181
S -3.066 2.051 1.072
H -5.521 1.356 0.262
H -5.841 -1.301 0.443
H -5.001 -1.181 -1.112
H -7.613 -1.149 -1.161
H -8.203 1.001 -2.117
H -6.597 1.706 -1.609

Results
Max |F| in hartree/bohr: 0.0137
Lowest unoccupied orbital energy in eV: 0.73
Relative energy (zero: lowest compared OMol25 entry of this formula, charge and spin) in kcal/mol: 60.9
SMILES: C=CCNC(=S)NNC(=O)c1ccc(OCCCC)cc1
Gap between HOMO and LUMO in eV: 9.156
Total charge: 0

2 unconnected molecules or ions with the total composition C4H8FNO in a non-equilibrium geometry. Source: OMol25; level of theory: ωB97M-V/def2-TZVPD.

Geometry (Å):
C 1.371 -0.577 -0.517
C 1.165 -0.679 1.016
C -0.658 0.184 0.196
C -1.898 0.982 0.096
N 0.096 -0.048 -0.906
O 0.142 0.242 1.265
F -1.658 -1.544 0.251
H 2.210 -0.020 -0.827
H 1.350 -1.614 -1.014
H 0.976 -1.713 1.495
H 2.112 -0.216 1.600
H -2.004 1.781 -0.672
H -1.975 1.308 1.121
H -2.846 0.263 -0.022
H -0.249 -0.376 -1.777

Results
Max |F| in hartree/bohr: 0.0907
Lowest unoccupied orbital energy in eV: 0.80
Relative energy (zero: lowest compared OMol25 entry of this formula, charge and spin) in kcal/mol: 38.6
Gap between HOMO and LUMO in eV: 10.386
Total charge: 0

A gas-phase ion, C10H16FN2 (charge +1) in a non-equilibrium geometry. Source: OMol25; level of theory: ωB97M-V/def2-TZVPD.

Geometry (Å):
C 1.802 -0.491 0.982
C 0.434 -0.242 1.107
C -0.291 0.797 0.358
C 2.611 -0.084 -0.091
C -1.530 0.858 -0.145
C 4.117 -0.205 0.145
C -3.276 -0.811 0.473
C -1.672 -1.148 -1.410
C -2.095 2.127 -0.680
C -2.231 -0.426 -0.270
N 2.098 0.460 -1.152
N -0.223 -0.849 2.116
F 0.416 2.041 0.395
H 2.267 -1.116 1.781
H 4.281 0.349 1.035
H 4.292 -1.276 0.446
H 4.781 0.025 -0.676
H 1.147 0.722 -1.229
H -3.555 -0.176 1.323
H -3.674 -1.872 0.355
H -1.876 -0.728 -2.396
H -0.625 -1.054 -1.319
H -2.040 -2.189 -1.465
H -1.358 2.926 -0.605
H -2.355 1.834 -1.757
H -3.019 2.436 -0.015
H 2.689 0.671 -1.904
H 0.164 -1.613 2.586
H -1.278 -0.967 2.012

Results
Max |F| in hartree/bohr: 0.0719
Lowest unoccupied orbital energy in eV: -4.30
Relative energy (zero: lowest compared OMol25 entry of this formula, charge and spin) in kcal/mol: 20.5
SMILES: C=C(C)/C(C)=C(/F)C(=[NH2+])/C=C(/C)N
Gap between HOMO and LUMO in eV: 8.538
Total charge: +1

Calculated calculated total energy in order - -778.9784 -11477.5494 -928.5831 -1297.0919 -387.0009 -599.7223 Ha